(1)
{"formula": "CH2N2O2S2", "method": "the ωB97M-V functional and the def2-TZVPD basis", "species": ["C", "N", "N", "O", "O", "S", "S", "H", "H"], "positions_angstrom": [[-0.08713, 0.25109, -0.48577], [-1.21074, -0.63280, 0.16311], [-0.97665, -0.85596, 1.41358], [0.13372, -0.47027, 1.92362], [-1.80471, -1.44046, 2.09166], [-0.40569, 0.67765, -2.04169], [1.35003, 0.63612, 0.34782], [1.01751, 0.82586, -2.46556], [1.98366, 1.00876, -0.94676]], "forces_ev_per_a": [[-2.51, -3.89, 4.30], [2.74, 3.78, -4.73], [1.63, 0.15, 3.13], [-1.06, -0.22, -0.07], [0.24, 0.12, -0.77], [1.53, 0.25, -2.68], [0.87, -0.10, -2.05], [-2.65, -0.04, 0.79], [-0.80, -0.05, 2.07]], "e_lumo_ev": -1.696, "e_tot_ha": -1095.4620, "homo_lumo_gap_ha": 0.310, "relative_energy_kj_mol": 493.2, "spin_multiplicity": 1}



(2)
{"formula": "CH2N2O3", "method": "the ωB97M-V functional and the def2-TZVPD basis", "species": ["C", "N", "N", "O", "O", "O", "H", "H"], "positions_angstrom": [[0.53055, -1.05790, 0.85438], [-0.16321, 0.84619, 0.32465], [-0.72767, 0.38400, -1.13410], [0.67400, 1.67475, 0.32307], [-1.51360, -0.46635, -1.16734], [-0.15975, 1.04469, -1.92428], [1.52212, -0.73713, 1.40825], [-0.16245, -1.68824, 1.31536]], "forces_ev_per_a": [[2.50, 4.18, -0.23], [1.00, -3.16, 2.53], [2.30, 2.47, 0.90], [-0.73, -0.29, -0.60], [-1.76, -1.69, -0.13], [-0.07, 0.27, -2.32], [-2.10, -0.86, -0.98], [-1.14, -0.92, 0.83]], "e_lumo_ev": [-1.590, -1.847], "e_tot_ha": -374.1760, "homo_lumo_gap_ha": [0.292, 0.292], "relative_energy_kj_mol": 795.8, "spin_multiplicity": 1}



(3)
{"formula": "CH2N2O3", "method": "the ωB97M-V functional and the def2-TZVPD basis", "species": ["C", "N", "N", "O", "O", "O", "H", "H"], "positions_angstrom": [[1.13616, 0.09270, 0.29490], [-0.02159, 0.81523, -0.01472], [-1.32245, -0.19398, -0.52666], [-2.36174, 0.25582, -0.24193], [-0.96027, -1.15088, -1.10969], [0.29663, 0.54976, 1.30344], [1.15428, -0.98134, 0.12624], [2.07898, 0.61269, 0.16842]], "forces_ev_per_a": [[0.89, -1.07, -0.40], [-2.03, 0.57, -1.78], [3.18, 1.52, 1.46], [-1.31, 0.22, 0.05], [-0.27, -1.26, -0.87], [-0.35, -0.15, 1.55], [-0.09, 0.08, 0.02], [-0.01, 0.09, -0.04]], "e_lumo_ev": 0.445, "e_tot_ha": -374.3052, "homo_lumo_gap_ha": 0.387, "relative_energy_kj_mol": 456.7, "spin_multiplicity": 1, "smiles": "O=[N+]([O-])N1CO1"}



(4)
{"formula": "CH2N2O3P", "method": "the ωB97M-V functional and the def2-TZVPD basis", "species": ["C", "N", "N", "O", "O", "O", "P", "H", "H"], "positions_angstrom": [[1.34964, -1.07701, 0.55129], [1.94848, -1.43945, 1.49388], [-1.70283, -1.64242, 0.33607], [0.07238, 3.32967, -0.18834], [1.00342, -0.35045, -2.08301], [-0.93109, -1.40715, -0.65326], [0.38354, -0.14870, -0.76477], [-0.67688, 3.55599, 0.34726], [-1.44666, -0.82048, 0.96088]], "forces_ev_per_a": [[1.60, -1.04, 1.94], [-1.13, 0.69, -1.77], [-0.67, 1.56, 2.79], [1.15, -0.10, -0.69], [0.61, -0.50, -0.93], [2.02, -0.55, -3.72], [-1.67, 0.69, 1.24], [-1.09, 0.16, 0.72], [-0.82, -0.91, 0.42]], "total_charge": -1, "e_lumo_ev": [0.788, 3.519], "e_tot_ha": -715.7827, "homo_lumo_gap_ha": [0.174, 0.285], "relative_energy_kj_mol": 564.7, "spin_multiplicity": 1}



(5)
{"formula": "CH2N2O3P", "method": "the ωB97M-V functional and the def2-TZVPD basis", "species": ["C", "N", "N", "O", "O", "O", "P", "H", "H"], "positions_angstrom": [[-2.75565, -1.00070, -0.33116], [-2.99227, -1.95093, -0.88818], [-0.50424, 0.14033, -1.69489], [-2.85787, 1.80938, -0.12228], [-1.72759, 0.51099, 1.92303], [-0.51676, 0.36652, -0.28493], [-2.01629, 0.50160, 0.49678], [0.39720, 0.45090, -1.98802], [-1.31560, 0.77898, -2.05338]], "forces_ev_per_a": [[1.23, 3.07, 2.40], [-0.99, -2.67, -1.57], [-3.32, 0.59, -0.39], [3.08, -5.42, 1.65], [0.01, -1.10, 0.82], [-0.76, -0.01, 1.16], [-1.88, 5.85, -4.30], [0.41, 0.75, -0.16], [2.22, -1.07, 0.40]], "total_charge": -1, "e_lumo_ev": 4.163, "e_tot_ha": -715.9641, "homo_lumo_gap_ha": 0.351, "relative_energy_kj_mol": 88.7, "spin_multiplicity": 1, "smiles": "N#C[P@@](=O)([O-])ON"}



(6)
{"formula": "CH2N2O3P", "method": "the ωB97M-V functional and the def2-TZVPD basis", "species": ["C", "N", "N", "O", "O", "O", "P", "H", "H"], "positions_angstrom": [[-1.11353, -0.81426, -0.20160], [-1.45531, -1.74921, 0.34200], [1.24957, -0.10781, 1.23974], [0.66421, 0.40283, -1.82865], [-1.43208, 1.76460, -1.28001], [0.37817, 0.97518, 1.06893], [-0.44703, 0.73240, -0.93891], [1.51438, -0.21384, 0.33026], [0.64163, -0.98988, 1.26824]], "forces_ev_per_a": [[0.32, 2.15, -1.51], [-0.72, -1.85, 0.93], [-1.90, -1.53, 2.02], [0.78, -0.67, 0.05], [-0.42, -0.27, 0.69], [-1.95, 0.65, -2.72], [0.76, 0.78, 2.91], [2.43, -0.53, -3.14], [0.69, 1.27, 0.77]], "total_charge": -1, "e_lumo_ev": 4.259, "e_tot_ha": -715.9441, "homo_lumo_gap_ha": 0.337, "relative_energy_kj_mol": 141.1, "spin_multiplicity": 1}



(7)
{"formula": "CH2N2O3S", "method": "the ωB97M-V functional and the def2-TZVPD basis", "species": ["C", "N", "N", "O", "O", "O", "S", "H", "H"], "positions_angstrom": [[0.95306, -0.95398, 0.40771], [0.03951, 0.07990, 0.29594], [-1.27979, -0.07371, -0.04033], [2.15408, -0.83180, 0.44252], [-1.58862, -1.19422, -0.28993], [-1.95422, 0.90059, -0.01020], [0.82702, 1.99385, -0.01342], [0.43505, -1.93586, 0.40610], [0.41390, 2.01524, -1.19841]], "forces_ev_per_a": [[0.56, -1.21, -0.63], [2.97, 4.62, -0.27], [0.88, -0.01, 0.50], [-1.11, 0.34, 0.19], [-1.16, -1.80, -0.51], [-1.03, 1.08, -0.22], [-0.32, -3.31, 3.45], [0.22, 0.36, 0.20], [-1.01, -0.07, -2.71]], "e_lumo_ev": -1.722, "e_tot_ha": -772.5407, "homo_lumo_gap_ha": 0.328, "relative_energy_kj_mol": 436.0, "spin_multiplicity": 1, "smiles": "O=CN(S)[N+](=O)[O-]"}



(8)
{"formula": "CH2N2O3S", "method": "the ωB97M-V functional and the def2-TZVPD basis", "species": ["C", "N", "N", "O", "O", "O", "S", "H", "H"], "positions_angstrom": [[-0.20728, 0.15742, 0.97737], [-0.89683, 1.21352, -2.51856], [-0.39093, 0.70761, -1.67365], [1.43446, -1.07739, -0.62237], [0.85511, -0.25457, 1.68168], [-1.16555, -0.69611, 0.53874], [1.35885, 0.12969, 0.14970], [-0.42503, 1.14393, 1.34328], [-0.56281, -1.32411, 0.12381]], "forces_ev_per_a": [[-1.19, 2.37, -0.54], [1.16, -1.18, 1.97], [-1.77, 1.58, -3.09], [-0.05, -1.46, -1.09], [2.08, -1.87, 2.28], [0.78, 0.47, 0.68], [1.06, 1.15, 0.81], [-1.60, 0.26, -0.29], [-0.47, -1.31, -0.74]], "e_lumo_ev": 0.553, "e_tot_ha": -772.6809, "homo_lumo_gap_ha": 0.385, "relative_energy_kj_mol": 68.0, "spin_multiplicity": 1}



(9)
{"formula": "CH2N2O3S", "method": "the ωB97M-V functional and the def2-TZVPD basis", "species": ["C", "N", "N", "O", "O", "O", "S", "H", "H"], "positions_angstrom": [[-2.05833, 0.15731, 0.05997], [0.58992, -0.83899, -0.05151], [-2.72526, -0.78795, 0.28567], [-1.50603, 1.20123, 0.06519], [3.22199, -0.79672, -0.08595], [1.86911, 1.39745, -0.09039], [1.92742, -0.21854, -0.11302], [0.96190, 1.63553, -0.32754], [-2.28072, -1.74932, 0.25758]], "forces_ev_per_a": [[2.25, 3.89, 0.90], [2.45, 0.88, -0.31], [-0.68, -4.49, -0.13], [-0.55, -0.82, -0.80], [1.25, 1.21, -0.04], [1.89, -0.85, -0.16], [-5.14, -1.34, 0.41], [-0.53, -0.15, 0.12], [-0.95, 1.67, 0.01]], "e_lumo_ev": -0.809, "e_tot_ha": -772.6164, "homo_lumo_gap_ha": 0.364, "relative_energy_kj_mol": 237.5, "spin_multiplicity": 1, "smiles": "N#S(=O)O.N=C=O"}



(10)
{"formula": "CH2N2O3Si", "method": "the ωB97M-V functional and the def2-TZVPD basis", "species": ["C", "N", "N", "O", "O", "O", "Si", "H", "H"], "positions_angstrom": [[-0.10466, 1.03507, 2.50374], [0.05192, 1.47497, 3.57563], [2.30280, -2.48498, -0.56349], [2.51085, -3.63425, -0.38689], [1.20506, -2.28920, -1.38060], [0.79819, -0.08707, -0.11074], [-0.28834, 0.28060, 0.82252], [0.88570, -1.36957, -1.32456], [-1.54153, -0.10827, 0.40522]], "forces_ev_per_a": [[0.30, 0.69, 1.59], [-0.36, -0.84, -2.09], [-0.06, -0.14, 0.31], [-0.26, 0.83, -0.45], [-0.34, -1.38, -0.53], [1.94, 0.20, -1.08], [0.06, 0.59, 1.71], [0.91, 0.23, 0.54], [-2.19, -0.19, -0.01]], "e_lumo_ev": -1.873, "e_tot_ha": -663.9137, "homo_lumo_gap_ha": 0.295, "relative_energy_kj_mol": 222.8, "spin_multiplicity": 1, "smiles": "N#C[SiH]=O.O=NO"}